Record 1
{"formula": "C34H54N4P2Si2Sn", "method": "ωB97M-V/def2-TZVPD", "elements": ["Sn", "C", "C", "C", "C", "C", "C", "C", "C", "C", "H", "H", "H", "H", "H", "H", "H", "H", "H", "H", "H", "H", "H", "H", "H", "P", "P", "N", "N", "N", "N", "C", "C", "C", "C", "C", "C", "C", "C", "C", "C", "C", "C", "C", "C", "C", "C", "C", "C", "H", "H", "H", "H", "H", "H", "H", "H", "H", "H", "H", "H", "H", "H", "H", "H", "H", "H", "H", "H", "C", "Si", "C", "C", "C", "Si", "C", "C", "C", "H", "H", "H", "H", "H", "H", "H", "H", "H", "H", "H", "H", "H", "H", "H", "H", "H", "H", "H"], "coordinates": [[-0.08405, -2.01576, 3.02255], [-0.98869, 3.49539, 1.97506], [-1.36159, 2.51201, 1.13901], [-0.56932, 1.79627, 0.07419], [0.67177, 0.91979, 0.38877], [1.97403, 1.68058, 0.33803], [2.15049, 2.96598, 0.71189], [1.18789, 4.11759, 0.71212], [0.27607, 4.29998, 1.95596], [1.92096, -2.09195, 3.92698], [-1.64018, 3.73879, 2.82859], [-2.31585, 2.00401, 1.34458], [-0.24915, 2.55205, -0.65954], [-1.30932, 1.10457, -0.37179], [0.59237, 0.38255, 1.37353], [0.67915, 0.11980, -0.38672], [2.84206, 1.12863, -0.05689], [3.14154, 3.25152, 1.07002], [0.58546, 4.17443, -0.20941], [1.81795, 5.02017, 0.69222], [0.83953, 4.17096, 2.90605], [-0.04528, 5.35694, 1.99771], [1.77044, -2.00703, 5.01217], [2.52269, -1.26300, 3.50303], [2.27142, -3.09290, 3.64395], [1.66993, -1.13399, -3.94600], [-1.71637, -0.67557, -3.87903], [3.02441, 0.01913, -4.13322], [2.40009, -2.35710, -5.04562], [-1.87881, 1.12306, -4.12372], [-3.29532, -1.07610, -4.55699], [0.68724, -0.32267, -5.29629], [-0.73091, -0.89750, -5.44780], [3.84610, 0.43817, -3.07813], [4.87366, 1.23132, -3.58747], [4.68800, 1.30470, -5.00828], [3.53082, 0.58723, -5.30421], [2.60406, -3.67707, -4.62259], [3.04611, -4.42405, -5.71005], [3.12603, -3.54417, -6.83964], [2.71212, -2.28877, -6.40682], [-1.67981, 1.95580, -3.01604], [-1.60628, 3.28174, -3.43437], [-1.78402, 3.27875, -4.85349], [-1.90290, 1.94892, -5.25400], [-4.09357, -0.38731, -5.48136], [-5.20567, -1.16939, -5.79388], [-5.06861, -2.40844, -5.07214], [-3.88646, -2.33828, -4.35070], [1.17279, -0.41054, -6.27839], [0.63927, 0.75081, -5.05340], [-1.23497, -0.41609, -6.30686], [-0.70538, -1.98217, -5.64470], [3.60070, 0.14671, -2.06752], [5.65921, 1.71149, -3.00904], [5.32126, 1.81215, -5.72520], [3.00060, 0.49251, -6.24463], [2.40345, -3.93738, -3.59116], [3.29046, -5.47741, -5.69632], [3.46269, -3.78349, -7.83737], [2.60030, -1.37737, -6.97808], [-1.64981, 1.52230, -2.03373], [-1.45467, 4.14127, -2.79402], [-1.84015, 4.15155, -5.50132], [-2.01235, 1.54573, -6.24997], [-3.81368, 0.59420, -5.82126], [-6.01025, -0.89651, -6.46544], [-5.75880, -3.24677, -5.09764], [-3.39708, -3.05050, -3.69987], [1.69029, 0.10860, 6.72864], [-0.03339, 0.42804, 6.03873], [-0.99035, 0.95873, 7.60111], [-0.03413, 2.04737, 5.09308], [-0.86143, -0.95123, 4.96544], [-1.46425, -2.42081, 6.01172], [-2.97350, -1.84866, 6.99178], [-2.09662, -3.92620, 5.08373], [-0.32760, -2.84662, 7.45969], [1.87565, 0.85823, 7.51477], [2.47246, 0.24853, 5.97210], [1.83228, -0.87338, 7.19556], [-0.44935, 1.81912, 8.02892], [-2.00274, 1.31029, 7.35981], [-1.06255, 0.20121, 8.39134], [0.86241, 2.17695, 4.47467], [-0.91394, 2.13853, 4.44241], [-0.06574, 2.88637, 5.80452], [-1.83133, -0.52767, 4.59772], [-3.72516, -1.40524, 6.32715], [-3.39645, -2.74544, 7.46866], [-2.71132, -1.12660, 7.77618], [-1.42506, -4.26618, 4.28370], [-2.21481, -4.74275, 5.82098], [-3.09131, -3.73268, 4.65406], [0.70405, -3.07583, 7.16368], [-0.31442, -2.03789, 8.21036], [-0.76553, -3.73514, 7.94519]], "forces_ev_per_a": [[0.6, 1.0, 1.6], [0.0, -0.7, 0.1], [0.2, -0.5, 1.5], [-0.5, 0.0, -0.4], [-0.2, 0.1, -0.8], [0.1, 0.4, 0.3], [0.2, -0.8, -0.1], [-0.3, 0.8, 0.9], [0.0, 0.4, -0.1], [-0.6, -0.5, -0.9], [0.0, 0.0, -0.6], [0.3, 0.5, 0.0], [-0.2, -0.7, -0.1], [0.5, 0.5, 0.0], [0.0, 0.5, -0.4], [0.1, 0.3, 0.4], [-0.1, 0.0, 1.1], [0.2, 0.0, -0.9], [0.2, -0.1, 0.4], [-0.2, -0.3, -0.1], [-0.2, -0.1, -0.5], [0.2, -0.3, -0.1], [0.1, 0.0, -0.4], [-0.1, -0.6, 0.3], [0.6, 0.4, 0.3], [1.6, 0.8, -2.5], [-1.8, 2.3, -2.5], [0.3, 0.5, 1.0], [-0.5, -1.1, 0.7], [0.8, -0.2, 1.0], [-0.1, -0.9, 0.0], [-0.7, 0.1, 0.0], [0.1, -0.3, 0.2], [-0.4, -0.2, -1.2], [-0.2, 0.0, -1.0], [0.0, -0.3, 1.4], [-0.1, -0.5, 0.4], [-0.1, 1.6, -0.8], [0.3, 0.6, -1.3], [0.1, -0.9, 1.4], [0.0, 0.0, 0.8], [-0.1, 0.7, -1.0], [-0.2, -1.2, 0.1], [0.1, -1.1, 0.0], [0.1, 0.6, 0.5], [-0.7, -0.9, 0.1], [1.4, 0.1, 0.7], [0.9, 0.4, 0.2], [-0.6, 0.7, -0.4], [-0.1, 0.1, 0.6], [-0.1, -0.2, 0.0], [0.1, -0.3, 0.5], [0.0, 0.2, -0.1], [0.1, 0.0, -0.1], [-0.3, -0.2, -0.2], [-0.2, 0.0, 0.2], [0.3, 0.2, 0.3], [0.1, -0.1, -0.2], [0.0, 0.2, 0.0], [-0.1, 0.0, 0.1], [0.0, -0.4, 0.1], [0.0, 0.1, -0.2], [-0.1, -0.1, -0.1], [0.1, -0.4, 0.2], [0.0, 0.1, 0.1], [-0.2, -0.1, 0.1], [0.2, 0.0, 0.2], [0.3, 0.2, 0.0], [-0.2, 0.0, 0.0], [0.2, -0.2, -0.3], [0.7, 1.3, 0.5], [-0.7, -0.5, 0.0], [0.1, 0.0, -0.4], [-1.6, 0.3, 0.0], [-0.7, -0.4, 1.8], [-0.1, 0.5, -0.4], [0.2, 0.0, -0.1], [0.4, -0.2, -0.5], [-0.2, -0.2, -0.3], [-0.1, -0.1, 0.1], [-0.1, 0.2, -0.1], [0.0, -0.3, -0.4], [0.2, -0.1, 0.1], [0.0, 0.2, -0.2], [-0.2, 0.0, 0.0], [0.2, 0.0, 0.1], [0.1, -0.3, -0.2], [0.6, -0.1, 0.2], [-0.1, -0.1, 0.3], [0.1, 0.2, -0.2], [-0.1, -0.2, -0.3], [-0.1, -0.3, 0.0], [0.2, 0.3, -0.4], [0.3, 0.0, 0.0], [-0.1, -0.1, 0.3], [0.0, -0.3, -0.4], [0.2, 0.2, -0.2]], "de_lowest_kcal_mol": 37.37, "e_tot_ha": -3022.2266, "homo_lumo_gap_ev": [3.28, 2.78], "lumo_energy_ev": [-8.64, -9.14], "charge": 2}

***

Record 2
{"formula": "C23H21F6N6O2PdSSb", "method": "ωB97M-V/def2-TZVPD", "elements": ["Pd", "C", "C", "N", "N", "C", "N", "S", "C", "C", "C", "C", "C", "N", "H", "H", "H", "H", "H", "H", "H", "H", "H", "H", "O", "C", "N", "C", "C", "O", "N", "C", "C", "C", "C", "C", "C", "C", "C", "C", "C", "C", "C", "H", "H", "H", "H", "H", "H", "H", "H", "H", "H", "H", "F", "Sb", "F", "F", "F", "F", "F"], "coordinates": [[-0.78876, 1.14658, 1.63797], [-0.39080, -3.48129, 3.03694], [-0.67366, -2.01419, 3.03198], [0.14994, -1.05818, 2.96283], [1.48236, -1.15379, 2.78580], [2.10977, 0.02384, 2.63570], [3.42905, 0.05702, 2.59804], [1.25553, 1.52035, 2.63191], [-2.07465, -1.49646, 3.10939], [-3.12249, -2.26662, 3.57629], [-4.38930, -1.70053, 3.66436], [-4.57020, -0.38915, 3.27361], [-3.47624, 0.31721, 2.79071], [-2.26680, -0.22700, 2.71814], [0.63488, -3.70242, 2.74619], [-1.05609, -4.00077, 2.34796], [-0.55212, -3.89310, 4.03491], [1.97837, -2.03130, 2.67649], [3.98848, -0.77344, 2.71087], [3.88704, 0.89227, 2.26991], [-2.95210, -3.28895, 3.88308], [-5.22047, -2.28406, 4.03637], [-5.53678, 0.09056, 3.32154], [-3.57895, 1.33690, 2.43934], [-2.17558, 0.70082, -0.10013], [-1.12673, 0.35053, -0.67566], [-0.80830, 0.23394, -1.96139], [0.64459, 0.02854, -2.11262], [1.10522, 0.04611, -0.61375], [2.23390, -0.03003, -0.20961], [-0.04474, 0.10444, 0.13780], [1.24510, 1.21774, -2.85335], [1.31459, 2.45221, -2.21046], [1.78010, 3.56702, -2.88588], [2.17666, 3.45868, -4.21259], [2.10050, 2.23528, -4.85835], [1.63538, 1.11475, -4.18211], [0.99287, -1.33276, -2.69263], [2.33607, -1.67973, -2.82891], [2.68588, -2.91877, -3.33737], [1.70119, -3.82281, -3.71766], [0.36625, -3.48114, -3.58178], [0.01106, -2.23996, -3.06646], [-1.39975, 0.56474, -2.70734], [0.99851, 2.55937, -1.17756], [1.83030, 4.52023, -2.37684], [2.54139, 4.32872, -4.74193], [2.40217, 2.14695, -5.89346], [1.58001, 0.16269, -4.69309], [3.10319, -0.97286, -2.54058], [3.73086, -3.17753, -3.44609], [1.97632, -4.78698, -4.12389], [-0.40683, -4.17634, -3.88118], [-1.03532, -1.98626, -2.96320], [-1.37681, 2.63867, 3.00228], [-1.71764, 4.31656, 1.91718], [-2.99295, 4.78161, 3.19049], [-2.96628, 3.19109, 1.06078], [-1.98127, 5.73060, 0.74947], [-0.40526, 3.43801, 0.79526], [-0.32071, 5.09240, 2.87228]], "forces_ev_per_a": [[0.5, 0.1, 0.2], [0.0, 0.0, 0.0], [0.0, 0.0, -0.1], [0.0, 0.1, 0.1], [0.1, 0.0, 0.0], [0.0, -0.1, 0.0], [0.0, 0.0, 0.0], [0.0, 0.0, -0.1], [0.1, 0.0, 0.0], [0.0, 0.0, 0.0], [0.0, 0.0, 0.0], [0.0, 0.0, 0.0], [-0.1, 0.0, 0.0], [0.1, 0.1, -0.2], [0.0, 0.0, 0.0], [0.0, 0.0, 0.0], [0.0, 0.0, 0.0], [0.0, 0.0, 0.0], [0.0, 0.0, 0.0], [0.0, 0.0, 0.0], [0.0, 0.0, 0.0], [0.0, 0.0, 0.0], [0.0, 0.0, 0.0], [0.0, 0.0, 0.0], [0.0, 0.1, -0.1], [-0.1, 0.0, -0.1], [0.1, -0.2, 0.0], [0.0, 0.0, 0.1], [0.1, 0.0, -0.2], [0.0, 0.0, 0.0], [-0.4, 0.0, 0.2], [0.0, 0.0, 0.0], [0.0, 0.0, 0.0], [0.0, 0.0, 0.0], [0.0, 0.0, 0.0], [0.0, 0.0, 0.0], [0.0, 0.0, 0.0], [0.0, 0.0, 0.0], [0.0, 0.0, 0.0], [0.0, 0.0, 0.0], [0.0, 0.0, 0.0], [0.0, 0.0, 0.0], [0.0, 0.0, 0.0], [0.0, 0.0, 0.0], [0.0, 0.0, 0.0], [0.0, 0.0, 0.0], [0.0, 0.0, 0.0], [0.0, 0.0, 0.0], [0.0, 0.0, 0.0], [0.0, 0.0, 0.0], [0.0, 0.0, 0.0], [0.0, 0.0, 0.0], [0.0, 0.0, 0.0], [0.0, 0.0, 0.0], [-0.3, 0.0, 0.0], [-0.2, -0.2, 0.2], [0.0, 0.1, 0.0], [0.0, 0.1, 0.0], [0.1, 0.0, 0.0], [0.0, 0.0, -0.1], [0.0, 0.0, 0.0]], "de_lowest_kcal_mol": 25.27, "spin_multiplicity": 2, "e_tot_ha": -2733.5036, "homo_lumo_gap_ev": [6.27, 6.10], "lumo_energy_ev": [-5.37, -5.56], "charge": 1}

***

Question: Which formula does entry 1 have?
Answer: C34H54N4P2Si2Sn